C2H4F2N4 in the gas phase. Source: OMol25; level of theory: ωB97M-V with the def2-TZVPD basis set.

The geometry in ORCA input format:
```
! wB97M-V def2-TZVPD RIJCOSX def2/J DEFGRID3
* xyz 0 1
C -0.28 0.92 -0.03
C 0.12 -0.87 0.22
N 1.29 2.18 -1.15
N -0.60 -2.39 -1.09
N 1.09 1.49 -0.13
N -1.00 -1.65 -0.22
F -1.16 1.13 -1.00
F 1.34 -1.18 -0.38
H -0.80 1.28 0.89
H 0.23 -0.91 1.26
H 2.13 2.74 -1.16
H -1.45 -2.86 -1.47
*
```

Calculated values
Highest occupied orbital energy = -9.59 eV
Kohn-Sham gap = 9.7226 eV
E_tot = -13529.772 eV
Energy relative to the best compared isomer or geometry (same formula, charge and spin) = 29.27 kcal per mole